a) The following is a DFT calculation (wB97M-V/def2-TZVPD) of a 2-piece molecular cluster, C3H8FNS overall.

Orbital gap, eV: 9.66
SMILES: CN(C)C=S.F

Geometry as XYZ:
```
14
C3H8FNS, DFT wB97M-V/def2-TZVPD
C 0.63 -1.35 0.91
N 0.28 0.02 0.37
C 1.41 0.89 0.21
C -0.90 0.33 -0.10
S -1.35 1.68 -0.83
H 0.52 -1.32 1.92
H -0.05 -2.09 0.62
H 1.75 -1.58 0.60
H 2.30 0.30 0.38
H 1.32 1.27 -0.88
H 1.49 1.83 0.87
H -1.46 -0.65 -0.13
F -3.31 -0.06 -2.01
H -2.63 0.72 -1.93
```

b) The following is a DFT calculation (wB97M-V/def2-TZVPD) of C3H8FNS as an isolated structure.

Orbital gap, eV: 9.19

Geometry as XYZ:
```
14
C3H8FNS, DFT wB97M-V/def2-TZVPD
C -0.66 -0.02 0.02
C 0.34 -0.96 0.49
C -0.52 1.18 0.75
H -0.05 0.93 -1.69
H -0.57 -0.74 -1.79
H -1.79 -0.45 0.07
H 0.15 -2.06 0.17
H 0.45 -1.11 1.64
H 2.60 -1.69 -1.21
H 0.05 1.16 1.84
H 0.23 1.88 0.06
N -0.75 0.38 -1.44
F -1.67 1.90 1.09
S 2.21 -0.40 0.00
```

Stability summary - winner: a); margin: 0.1297 hartree.

a) The following is a DFT calculation (wB97M-V/def2-TZVPD) of a 2-piece molecular cluster, CH4INS overall.

Orbital gap (alpha / beta), eV: 7.78 / 7.78

Geometry as XYZ:
```
8
CH4INS, DFT wB97M-V/def2-TZVPD
C -0.65 -0.92 -0.14
N -0.08 1.91 -0.24
S 0.69 -0.18 0.89
I 2.70 -0.37 -0.25
H -0.72 0.01 -0.78
H -1.44 -1.23 0.55
H -0.04 -1.78 -0.53
H -0.47 2.56 0.50
```

b) The following is a DFT calculation (wB97M-V/def2-TZVPD) of CH4INS in the gas phase.

Orbital gap, eV: 8.19
SMILES: CNSI

Geometry as XYZ:
```
8
CH4INS, DFT wB97M-V/def2-TZVPD
C -0.86 -0.35 -0.42
N -0.27 0.61 0.57
S 1.08 1.47 0.14
I 2.97 -0.14 -0.11
H -0.90 -1.28 0.31
H -1.86 0.10 -0.61
H -0.25 -0.58 -1.31
H 0.09 0.17 1.43
```

c) The following is a DFT calculation (wB97M-V/def2-TZVPD) of a 2-piece molecular cluster, CH4INS overall.

Orbital gap, eV: 7.37
SMILES: CN=S.I

Geometry as XYZ:
```
8
CH4INS, DFT wB97M-V/def2-TZVPD
C -1.41 -0.27 -1.69
N -0.81 -0.48 -0.46
S 0.56 -1.23 -0.46
H -2.48 -0.21 -1.61
H -0.93 0.75 -2.10
H -1.24 -1.00 -2.52
I 3.07 1.72 5.02
H 3.23 0.72 3.81
```

Stability summary - winner: b); margin: 0.0598 hartree.

a) The following is a DFT calculation (wB97M-V/def2-TZVPD) of an isolated ion of composition C11H19N3 and charge +2.

Orbital gap, eV: 9.88
SMILES: CCC[N@@+]1(C)Cc2cccc[n+]2N1C
Net charge: +2

Geometry as XYZ:
```
33
C11H19N3, DFT wB97M-V/def2-TZVPD
C -0.06 2.45 3.56
C 0.74 1.59 2.55
C -0.10 1.42 1.24
N 0.42 0.24 0.30
C 1.93 -0.06 0.30
C -0.48 -1.04 0.75
C -0.60 -1.71 -0.56
C -1.34 -2.85 -0.85
C -1.65 -3.17 -2.14
C -1.23 -2.33 -3.20
C -0.53 -1.20 -2.85
N -0.37 -0.87 -1.55
N -0.08 0.39 -0.97
C 0.51 1.32 -1.98
H 0.53 3.21 3.92
H -0.90 2.94 3.02
H -0.33 1.85 4.35
H 1.08 0.61 2.94
H 1.77 2.02 2.37
H -1.18 1.26 1.52
H -0.05 2.29 0.58
H 2.40 0.83 -0.03
H 2.26 -0.21 1.35
H 2.18 -0.97 -0.45
H -1.38 -0.68 1.16
H 0.10 -1.47 1.54
H -1.75 -3.40 -0.02
H -2.30 -4.00 -2.31
H -1.42 -2.55 -4.18
H -0.29 -0.46 -3.60
H 1.20 1.94 -1.42
H 1.13 0.84 -2.72
H -0.23 1.73 -2.61
```

b) The following is a DFT calculation (wB97M-V/def2-TZVPD) of a 2-piece molecular cluster, C11H19N3 overall.

Orbital gap, eV: 8.10
Net charge: +2

Geometry as XYZ:
```
33
C11H19N3, DFT wB97M-V/def2-TZVPD
C -1.99 0.57 -2.61
C -0.69 -0.17 -2.56
C -2.09 1.48 -1.65
C -0.03 0.39 -1.32
C 2.31 -0.70 -0.69
C -0.86 1.53 -0.79
C 1.06 -0.07 -0.77
C 0.00 -0.01 2.87
C -3.58 0.38 1.74
C 3.41 -1.50 -1.25
C -1.23 -0.12 2.10
N 2.09 0.08 0.30
N 4.65 -1.31 -0.44
N -2.35 0.39 2.47
H -2.72 0.36 -3.37
H -0.09 0.03 -3.46
H -2.92 2.15 -1.50
H -0.33 2.48 -0.95
H -1.07 1.46 0.28
H -0.09 0.66 3.72
H 0.81 0.32 2.22
H 0.30 -1.00 3.24
H -3.94 1.40 1.61
H -3.46 -0.09 0.76
H -4.34 -0.17 2.30
H 3.59 -1.17 -2.28
H 3.14 -2.56 -1.28
H -1.23 -0.69 1.17
H 4.54 -1.69 0.51
H 4.87 -0.31 -0.35
H 5.46 -1.78 -0.88
H -2.39 0.90 3.36
H -0.83 -1.25 -2.52
```

Stability summary - winner: b); margin: 0.0451 hartree.

a) The following is a DFT calculation (wB97M-V/def2-TZVPD) of a 2-piece molecular cluster, C5H13N2S overall.

Orbital gap, eV: 7.28
Net charge: +1

Geometry as XYZ:
```
21
C5H13N2S, DFT wB97M-V/def2-TZVPD
C -2.00 -1.10 1.30
C -1.43 0.11 2.03
C -0.73 -3.20 -1.47
C -0.80 -2.90 0.01
C 1.97 2.84 -0.05
N 2.45 3.67 -1.05
N -1.37 -1.87 0.56
S 0.61 1.55 -0.56
H -3.10 -1.10 1.32
H -1.99 1.03 1.80
H -1.53 -0.09 3.12
H -0.35 0.31 1.82
H -1.55 -2.94 -2.16
H 0.16 -2.56 -1.70
H -0.55 -4.23 -1.69
H -0.40 -3.70 0.68
H 1.29 1.05 -1.62
H 1.98 3.42 0.86
H 2.84 2.21 0.11
H 2.71 3.19 -1.92
H 1.79 4.32 -1.41
```

b) The following is a DFT calculation (wB97M-V/def2-TZVPD) of a 2-piece molecular cluster, C5H13N2S overall.

Orbital gap (alpha / beta), eV: 8.40 / 8.13
Net charge: +1

Geometry as XYZ:
```
21
C5H13N2S, DFT wB97M-V/def2-TZVPD
C -1.48 -0.40 -0.91
C -2.32 -0.90 0.27
C -0.16 0.59 0.74
C 1.59 -0.63 2.14
C 0.66 0.32 -1.59
N 0.27 1.86 0.58
N -0.13 -0.24 -0.46
S -1.76 0.37 1.50
H -1.59 -1.08 -1.85
H -1.94 0.57 -1.21
H -3.39 -0.66 0.23
H -2.02 -1.96 0.54
H 1.06 -1.01 2.94
H 2.24 0.34 2.25
H 1.77 -1.25 1.26
H 0.22 1.29 -1.76
H 1.70 0.45 -1.49
H 0.61 -0.39 -2.36
H 1.27 1.83 0.28
H 0.12 2.65 1.27
H 0.08 -1.22 -0.20
```

Stability summary - winner: a); margin: 0.0660 hartree.